--- A ---
Computed, not measured: 15 unconnected molecules or ions with the total composition C45H105N15O15, with wB97M-V/def2-TZVPD.

Calculated values
Kohn-Sham gap ... 8.831 eV

```
! wB97M-V def2-TZVPD RIJCOSX def2/J DEFGRID3
* xyz 0 1
C 1.228 4.842 -1.414
O 0.736 5.177 -0.361
N 2.360 5.291 -1.977
C 3.037 4.733 -3.142
C 3.155 6.359 -1.315
H 0.785 4.019 -1.995
H 4.091 4.552 -2.930
H 3.046 5.463 -3.952
H 2.556 3.833 -3.524
H 2.655 6.795 -0.450
H 4.114 6.019 -0.926
H 3.372 7.103 -2.081
C -2.610 3.143 -0.939
O -2.904 3.012 0.235
N -2.921 2.209 -1.900
C -2.815 2.388 -3.374
C -3.740 1.031 -1.511
H -2.150 4.021 -1.420
H -2.427 3.303 -3.820
H -3.739 2.352 -3.952
H -2.208 1.574 -3.771
H -3.686 0.172 -2.180
H -3.684 0.736 -0.463
H -4.758 1.390 -1.662
C -0.651 6.274 2.723
O -0.188 7.428 2.869
N -1.476 5.632 3.548
C -1.575 4.162 3.502
C -1.936 6.342 4.767
H -0.391 5.590 1.901
H -1.196 3.710 4.419
H -1.119 3.669 2.643
H -2.614 3.867 3.358
H -3.015 6.317 4.921
H -1.459 5.999 5.685
H -1.716 7.405 4.663
C -0.812 -0.017 7.376
O -1.356 -0.120 8.479
N -0.993 0.954 6.469
C -0.366 0.900 5.127
C -1.937 2.066 6.673
H -0.147 -0.857 7.120
H 0.463 0.197 5.045
H -0.001 1.896 4.878
H -1.055 0.543 4.362
H -2.907 1.916 6.198
H -2.183 2.165 7.731
H -1.696 3.107 6.460
C 0.561 -3.148 5.486
O 1.125 -2.053 5.593
N -0.442 -3.573 4.706
C -0.857 -4.946 4.934
C -1.070 -2.674 3.685
H 0.816 -3.982 6.158
H -1.711 -5.050 5.603
H -0.116 -5.617 5.367
H -1.115 -5.361 3.960
H -2.136 -2.479 3.799
H -0.524 -1.731 3.681
H -0.920 -3.104 2.694
C 6.374 -1.078 0.280
O 6.374 -2.263 0.568
N 5.563 -0.440 -0.564
C 5.739 0.967 -0.918
C 4.393 -1.166 -1.226
H 7.156 -0.389 0.632
H 4.792 1.471 -0.727
H 5.860 1.068 -1.997
H 6.474 1.480 -0.299
H 3.490 -0.561 -1.145
H 4.638 -1.454 -2.248
H 4.273 -2.132 -0.734
C -3.958 -3.596 -1.129
O -4.603 -2.863 -1.915
N -4.469 -4.577 -0.485
C -3.739 -5.578 0.298
C -5.840 -5.087 -0.813
H -2.923 -3.410 -0.804
H -4.310 -5.855 1.184
H -2.923 -5.104 0.844
H -3.541 -6.521 -0.211
H -6.303 -4.443 -1.560
H -5.840 -6.034 -1.352
H -6.515 -5.058 0.043
C 2.235 3.925 2.550
O 1.388 3.380 3.262
N 3.253 3.291 1.962
C 4.258 4.071 1.229
C 3.454 1.825 1.886
H 2.274 4.972 2.209
H 4.015 5.133 1.189
H 4.472 3.839 0.186
H 5.288 3.997 1.578
H 3.240 1.468 0.878
H 4.437 1.636 2.317
H 2.734 1.331 2.538
C 3.883 -4.124 1.565
O 3.536 -5.234 1.075
N 3.017 -3.096 1.862
C 3.559 -1.783 2.186
C 1.587 -3.011 1.569
H 4.931 -3.792 1.615
H 4.624 -1.658 2.382
H 3.085 -1.205 2.979
H 3.415 -1.166 1.299
H 1.268 -2.975 2.611
H 1.259 -2.130 1.016
H 1.128 -3.881 1.099
C -1.482 -1.163 0.008
O -2.199 -1.818 0.802
N -0.699 -0.047 0.263
C 0.066 0.529 -0.803
C -0.607 0.611 1.571
H -1.409 -1.417 -1.061
H 1.056 0.660 -0.366
H -0.446 1.460 -1.043
H 0.062 -0.099 -1.694
H -0.476 1.683 1.419
H -1.536 0.383 2.094
H 0.331 0.350 2.060
C -6.299 0.210 5.693
O -6.123 -0.699 6.514
N -5.413 0.491 4.682
C -5.674 1.647 3.786
C -4.162 -0.222 4.522
H -7.298 0.659 5.583
H -6.733 1.755 3.554
H -5.219 1.517 2.804
H -5.294 2.580 4.203
H -3.271 0.385 4.367
H -4.006 -0.867 5.387
H -4.216 -0.871 3.648
C 0.772 -3.840 -1.892
O -0.137 -3.036 -2.173
N 0.639 -5.163 -1.786
C 1.738 -6.050 -1.556
C -0.689 -5.731 -2.076
H 1.834 -3.643 -1.679
H 1.638 -6.732 -2.401
H 1.555 -6.591 -0.628
H 2.670 -5.487 -1.613
H -0.886 -5.737 -3.149
H -0.635 -6.737 -1.660
H -1.447 -5.126 -1.578
C 0.341 2.661 -4.479
O 0.124 1.927 -3.529
N 0.343 2.200 -5.749
C 0.321 0.769 -6.013
C 0.541 3.057 -6.895
H 0.320 3.762 -4.472
H -0.578 0.414 -6.516
H 0.256 0.146 -5.121
H 1.232 0.435 -6.510
H 0.160 4.069 -6.761
H 1.620 2.995 -7.035
H -0.039 2.681 -7.738
C 3.205 0.161 -4.234
O 3.944 1.172 -4.277
N 3.394 -1.034 -4.845
C 2.479 -2.151 -4.666
C 4.676 -1.375 -5.429
H 2.259 0.174 -3.672
H 2.469 -2.535 -5.686
H 1.451 -1.882 -4.423
H 2.942 -2.886 -4.009
H 5.299 -0.532 -5.726
H 5.388 -1.995 -4.884
H 4.503 -1.975 -6.323
C -0.929 -2.681 -5.505
O -0.354 -2.849 -6.578
N -1.990 -1.892 -5.354
C -2.579 -1.647 -4.049
C -2.648 -1.166 -6.404
H -0.531 -3.121 -4.578
H -2.408 -2.372 -3.253
H -3.654 -1.661 -4.229
H -2.340 -0.679 -3.608
H -3.705 -1.401 -6.285
H -2.477 -0.116 -6.166
H -2.327 -1.644 -7.330
*
```

Results of the Mulliken charge analysis, in e, for atoms 1 through 8: C 0.50; O -0.65; N 0.20; C -0.65; C -1.12; H 0.05; H 0.38; H 0.31

=====

--- B ---
Computed, not measured: 15 unconnected molecules or ions with the total composition C45H105N15O15, with wB97M-V/def2-TZVPD.

Calculated values
Kohn-Sham gap ... 9.183 eV

```
! wB97M-V def2-TZVPD RIJCOSX def2/J DEFGRID3
* xyz 0 1
C 1.381 -21.927 17.651
C 1.219 -20.964 16.462
O 0.491 -20.004 16.504
N 1.996 -21.369 15.388
C 2.247 -20.461 14.255
H 0.437 -22.455 17.831
H 1.627 -21.424 18.564
H 2.100 -22.741 17.421
H 2.695 -22.087 15.558
H 1.260 -20.093 14.012
H 2.731 -20.941 13.426
H 2.922 -19.653 14.475
C 0.335 -22.369 21.674
C -0.757 -23.367 21.347
O -0.930 -24.369 22.052
N -1.369 -23.099 20.221
C -2.400 -23.978 19.613
H -0.164 -21.414 21.829
H 1.025 -22.334 20.806
H 0.837 -22.553 22.589
H -1.321 -22.167 19.882
H -3.391 -23.800 19.989
H -2.167 -25.000 19.906
H -2.352 -23.810 18.541
C -5.310 -17.254 19.057
C -6.798 -17.375 19.366
O -7.538 -16.411 19.651
N -7.254 -18.600 19.235
C -8.613 -18.934 19.566
H -4.769 -16.955 19.974
H -5.216 -16.441 18.275
H -4.930 -18.175 18.637
H -6.679 -19.401 19.087
H -8.885 -19.933 19.225
H -9.198 -18.160 19.136
H -8.833 -18.846 20.612
C 5.488 -19.834 22.540
C 4.943 -18.641 21.944
O 4.938 -18.455 20.741
N 4.360 -17.807 22.816
C 3.896 -16.486 22.511
H 4.778 -20.282 23.162
H 6.411 -19.711 23.024
H 5.646 -20.535 21.698
H 4.545 -18.062 23.775
H 2.837 -16.354 22.739
H 4.058 -16.202 21.450
H 4.420 -15.649 23.066
C 0.406 -13.134 17.640
C -0.562 -14.303 17.765
O -1.663 -14.132 18.236
N -0.188 -15.468 17.236
C -1.000 -16.705 17.205
H 0.693 -12.757 18.622
H -0.038 -12.297 17.187
H 1.400 -13.213 17.068
H 0.744 -15.478 16.807
H -1.308 -16.911 18.201
H -0.378 -17.559 16.870
H -1.936 -16.571 16.610
C -4.004 -20.037 21.233
C -3.848 -20.411 19.822
O -4.760 -20.926 19.178
N -2.683 -20.029 19.250
C -2.580 -20.090 17.751
H -3.064 -20.324 21.786
H -4.847 -20.493 21.712
H -4.118 -18.976 21.364
H -1.974 -19.416 19.697
H -2.821 -21.080 17.346
H -1.547 -19.784 17.502
H -3.258 -19.400 17.263
C -5.003 -16.818 23.424
C -6.079 -17.833 23.504
O -5.795 -18.973 23.975
N -7.286 -17.478 23.148
C -8.408 -18.378 23.417
H -5.302 -15.905 22.976
H -4.146 -17.361 22.936
H -4.665 -16.752 24.469
H -7.494 -16.566 22.883
H -8.668 -18.293 24.515
H -8.038 -19.422 23.354
H -9.221 -18.236 22.746
C 6.139 -21.260 17.530
C 4.939 -20.367 17.150
O 4.524 -20.246 16.018
N 4.438 -19.614 18.171
C 3.344 -18.698 17.898
H 5.917 -22.265 18.019
H 6.776 -20.733 18.237
H 6.639 -21.456 16.610
H 4.892 -19.570 19.077
H 2.439 -19.245 17.738
H 3.513 -18.121 16.997
H 3.225 -17.949 18.700
C 3.856 -14.493 18.590
C 3.074 -13.859 19.649
O 2.284 -14.503 20.367
N 3.202 -12.508 19.832
C 2.230 -11.697 20.536
H 4.763 -13.899 18.409
H 3.326 -14.516 17.634
H 4.104 -15.491 18.920
H 3.692 -11.946 19.167
H 1.974 -10.814 19.955
H 2.424 -11.491 21.580
H 1.276 -12.192 20.607
C -7.660 -13.838 22.403
C -6.323 -13.576 21.785
O -5.499 -12.785 22.258
N -6.040 -14.213 20.638
C -4.760 -13.930 20.022
H -7.470 -14.119 23.490
H -8.264 -14.502 21.832
H -8.244 -12.898 22.416
H -6.517 -15.015 20.239
H -4.716 -14.537 19.124
H -4.001 -14.279 20.735
H -4.649 -12.906 19.727
C -4.337 -8.845 22.566
C -4.544 -9.010 21.065
O -3.715 -8.650 20.250
N -5.622 -9.773 20.761
C -5.860 -10.239 19.444
H -3.447 -9.398 22.868
H -5.213 -9.269 23.070
H -4.310 -7.817 22.884
H -6.159 -10.080 21.556
H -6.282 -9.412 18.819
H -6.545 -11.080 19.450
H -4.943 -10.664 19.120
C -1.287 -16.291 21.211
C -0.434 -17.534 21.113
O -0.998 -18.573 21.324
N 0.924 -17.524 20.981
C 1.622 -18.802 20.868
H -1.243 -15.958 22.248
H -2.272 -16.584 20.878
H -1.033 -15.440 20.565
H 1.301 -16.704 20.584
H 1.118 -19.405 20.127
H 1.482 -19.307 21.863
H 2.689 -18.602 20.617
C 1.855 -16.622 13.849
C 2.865 -16.386 14.967
O 2.552 -15.739 15.920
N 4.110 -16.851 14.835
C 5.120 -16.605 15.844
H 0.960 -16.942 14.301
H 2.037 -17.324 13.061
H 1.689 -15.617 13.380
H 4.241 -17.652 14.221
H 5.909 -15.993 15.370
H 5.549 -17.545 16.195
H 4.674 -16.088 16.698
C -1.887 -11.385 21.299
C -0.835 -10.402 21.848
O 0.157 -10.785 22.411
N -1.151 -9.079 21.768
C -0.206 -8.053 21.991
H -1.851 -11.433 20.183
H -2.952 -11.130 21.528
H -1.665 -12.408 21.584
H -2.083 -8.905 21.332
H 0.488 -7.824 21.215
H 0.370 -8.260 22.942
H -0.809 -7.172 22.177
C 0.840 -14.210 23.642
C -0.549 -13.957 24.283
O -1.223 -14.874 24.630
N -0.932 -12.683 24.305
C -2.291 -12.154 24.443
H 1.625 -13.600 24.154
H 0.768 -14.044 22.546
H 1.004 -15.265 23.867
H -0.359 -11.990 23.823
H -2.863 -12.426 23.590
H -2.315 -11.053 24.510
H -2.777 -12.655 25.337
*
```

Results of the Mulliken charge analysis, in e, for atoms 1 through 8: C -0.40; C 0.10; O -0.53; N -0.12; C -0.70; H 0.24; H -0.15; H 0.46

=====

Bottom line: B, by a margin of 971.7 kJ/mol.

=====

--- A ---
Computed, not measured: a molecular structure, C3H3NO4, with wB97M-V/def2-TZVPD.

Calculated values
Kohn-Sham gap ... 10.628 eV

```
! wB97M-V def2-TZVPD RIJCOSX def2/J DEFGRID3
* xyz 0 1
C 1.999 -1.260 0.119
C -1.367 -0.187 -0.041
C 0.526 0.870 -0.041
H 2.471 -1.160 1.429
H 1.542 -2.432 -0.161
H 2.845 -0.849 -0.689
N 0.800 -0.392 -0.188
O -0.357 -1.112 -0.113
O -2.543 -0.306 0.156
O -0.848 0.946 -0.041
O 1.323 1.803 0.064
*
```

Results of the Mulliken charge analysis, in e, for atoms 1 through 8: C -0.71; C 0.66; C 0.52; H 0.26; H 0.31; H 0.29; N 0.30; O -0.27

=====

--- B ---
Computed, not measured: a single C3H3NO4 molecule, with wB97M-V/def2-TZVPD.

Calculated values
SMILES ... O=c1cc(O)on1O
Kohn-Sham gap ... 10.316 eV

```
! wB97M-V def2-TZVPD RIJCOSX def2/J DEFGRID3
* xyz 0 1
C 1.139 -0.057 -0.168
C 0.425 1.099 -0.291
C -0.893 0.626 -0.182
H 2.481 -0.724 0.840
H 0.770 2.090 -0.197
H -2.244 -0.670 0.503
N -0.841 -0.761 -0.584
O 2.498 -0.123 0.061
O -1.973 1.097 0.106
O -1.820 -1.388 0.097
O 0.459 -1.190 -0.185
*
```

Results of the Mulliken charge analysis, in e, for atoms 1 through 8: C 0.47; C -0.67; C 0.57; H 0.36; H 0.40; H 0.33; N 0.25; O -0.46

=====

Bottom line: A, by a margin of 28.8 kJ/mol.

=====

--- A ---
Computed, not measured: a single C3H3NO4 molecule, with wB97M-V/def2-TZVPD.

Calculated values
SMILES ... Cn1oc(=O)oc1=O
Kohn-Sham gap ... 11.038 eV

```
! wB97M-V def2-TZVPD RIJCOSX def2/J DEFGRID3
* xyz 0 1
C -1.470 0.559 -0.359
C 1.830 -0.390 -0.400
C 0.291 -0.478 1.135
H -1.384 1.698 -0.203
H -1.699 0.398 -1.410
H -2.217 0.172 0.260
N -0.309 -0.231 -0.129
O 0.762 -0.059 -1.076
O 2.948 -0.426 -0.857
O 1.628 -0.586 0.915
O -0.379 -0.658 2.123
*
```

Results of the Mulliken charge analysis, in e, for atoms 1 through 8: C -0.73; C 0.64; C 0.57; H 0.27; H 0.28; H 0.36; N 0.13; O -0.24

=====

--- B ---
Computed, not measured: a single C3H3NO4 molecule, with wB97M-V/def2-TZVPD.

Calculated values
SMILES ... O=c1c(O)con1O
Kohn-Sham gap ... 9.442 eV

```
! wB97M-V def2-TZVPD RIJCOSX def2/J DEFGRID3
* xyz 0 1
C -0.932 -0.113 -0.191
C -0.388 -1.255 -0.295
C 0.097 0.914 -0.357
H -2.348 0.936 0.786
H -0.680 -2.233 0.054
H 2.163 0.219 1.225
N 1.168 0.176 -0.480
O -2.316 0.004 0.032
O 1.004 -1.055 -0.581
O 2.300 0.295 0.277
O -0.069 2.112 -0.470
*
```

Results of the Mulliken charge analysis, in e, for atoms 1 through 8: C 0.42; C -0.36; C 0.31; H 0.40; H 0.41; H 0.33; N 0.39; O -0.58

=====

Bottom line: A, by a margin of 492.9 kJ/mol.